(1)
A structure of composition C38H24BrF5NO4P2S2SeTi, computed with ωB97M-V/def2-TZVPD.

CARTESIAN COORDINATES (ANGSTROEM)
F1 -7.19073 -2.85959 -4.72465
C1 0.56976 -4.74297 -0.94435
H1 7.36430 1.46344 -0.79886
H2 4.02290 3.73791 -2.04906
P1 2.40767 1.78021 -0.45764
H3 0.62800 -5.77618 -0.62068
C2 4.31789 2.00904 1.51027
C3 -4.23254 -2.25865 -6.69576
C4 -1.31876 -1.51338 1.65735
C5 1.65442 0.30966 -0.13794
P2 2.43362 -1.20771 -0.01173
O1 -2.69994 -1.61499 -0.27553
O2 1.33813 0.97357 2.86254
C6 1.30360 -2.45500 -0.74460
C7 0.20190 -1.01022 3.33280
H4 -1.09000 -2.73838 -3.12633
H5 0.30911 -2.32829 5.00043
H6 3.45390 2.11652 2.15644
Br1 -1.77470 2.34701 2.36131
H7 -1.44334 -3.85990 4.05136
C8 4.13113 1.87396 0.13385
N1 -0.37133 -0.73703 2.17230
C9 1.47438 2.05861 -4.41371
C10 -3.45501 -1.58259 -5.77306
H8 -2.49298 -3.29265 1.84955
F2 -5.68608 -1.55798 -2.95139
C11 0.41136 -2.09805 -1.75040
C12 4.66274 -0.93428 -3.45154
C13 -1.80833 -0.93191 0.38142
C14 3.25493 3.63060 -4.04719
C15 6.69550 1.78994 1.21638
C16 5.12298 -1.59638 -0.79488
H9 0.33043 -1.05816 -2.04769
H10 -0.94983 -5.12475 -2.41743
C17 3.83464 -1.28404 -1.20833
H11 7.17977 -1.80862 -1.36212
C18 -0.17269 -2.13212 4.05309
C19 2.33597 3.03166 -4.90021
C20 5.59423 1.96786 2.04576
S1 3.06880 -1.86662 1.75366
Se1 -2.81724 -0.34566 -3.23509
C21 -5.49710 -2.69417 -6.34982
H12 5.72571 2.05609 3.11693
H13 5.09878 1.50190 -1.75126
H14 3.91737 4.40334 -4.41970
O3 1.83029 -0.08412 4.79184
H15 2.28295 3.33497 -5.93926
H16 2.61203 -0.72039 -2.88131
C22 -0.31584 -4.37788 -1.95341
C23 1.23092 0.03237 3.74096
F3 -2.23911 -1.19668 -6.18682
H17 4.47428 -0.66776 -4.48468
C24 -1.14191 -2.96749 3.51724
C25 -3.88305 -1.30040 -4.47511
S2 1.26303 3.19825 0.42592
C26 3.32021 3.25066 -2.71447
C27 2.48319 2.25029 -2.22694
C28 1.37643 -3.78832 -0.34448
C29 3.61260 -0.96256 -2.54640
Ti1 0.19877 1.05670 1.21663
C30 1.55221 1.67189 -3.08316
H18 7.69324 1.75385 1.63869
H19 2.05730 -4.05214 0.45568
C31 -5.16514 -1.75944 -4.16977
C32 5.23395 1.66707 -0.68878
O4 -1.33149 0.13960 0.01738
H20 -2.91315 -1.19714 -1.16813
C33 6.17651 -1.57535 -1.70026
C34 6.51378 1.63414 -0.14911
C35 -0.39519 -3.05432 -2.35704
H21 0.73002 1.60225 -5.05442
H22 5.28339 -1.83632 0.24974
C36 5.95106 -1.23909 -3.02734
H23 6.77498 -1.21321 -3.73137
F4 -6.26269 -3.35451 -7.23940
C37 -5.96073 -2.43948 -5.07386
H24 0.86873 0.92630 -2.69208
F5 -3.76985 -2.50234 -7.93614
C38 -1.73590 -2.66378 2.29555

Forces on atoms 1 to 3 (eV/Å):
F 0.0084 0.0008 -0.0042
C -0.0311 -0.0062 -0.0185
H -0.0039 -0.0027 0.0004

Output
**Kohn-Sham gap (alpha / beta)**: 6.447 / 6.678 eV
**Total charge**: -2
**LUMO energy (alpha / beta)**: 4.00 / 4.00 eV
**Expectation value of S²**: 0.76
**2S+1**: 2

---

(2)
A structure of composition C38H25Br2NO3PRhS at a distorted geometry, computed with ωB97M-V/def2-TZVPD.

CARTESIAN COORDINATES (ANGSTROEM)
C1 -1.72391 3.60329 -0.62805
O1 1.33805 -7.01505 0.06874
C2 3.49212 0.61194 -1.84196
C3 -1.64099 1.64750 3.92502
C4 -0.89405 -4.56561 -1.43803
H1 4.49628 4.03550 -0.34550
H2 3.47291 -0.55334 1.47824
C5 -4.18769 3.83386 -0.31643
C6 -5.41997 3.15757 -0.16579
C7 -4.03399 5.23768 -0.39604
C8 0.58249 -6.51806 -0.71906
Br1 -5.54289 6.37441 -0.25535
C9 1.95758 -2.22587 -0.77688
C10 1.45590 0.13607 1.52080
H3 -6.33241 3.73352 -0.09325
C11 0.21320 -4.52936 0.68820
C12 1.66782 0.01972 4.27921
H4 -2.42755 2.08014 4.53044
C13 2.71391 -0.39224 3.49877
C14 -1.43534 -3.31730 -1.18102
H5 2.68116 -4.16367 -1.33368
C15 2.10330 -3.30117 -1.64162
C16 1.23195 -1.10865 -1.16940
C17 3.05211 2.45719 -0.35561
H6 0.85625 -5.01920 1.40684
H7 -0.33908 -6.67432 -2.39349
C18 4.66604 1.23395 -2.24370
H8 3.62155 -0.76595 3.95379
H9 -1.14101 -5.02854 -2.38820
C19 -0.33224 -3.28648 0.94856
Br2 0.01858 5.79550 -0.97534
C20 2.62234 -0.29302 2.09806
H10 -0.13129 -2.78540 1.88738
H11 -2.68928 6.86555 -0.63287
C21 -1.65909 4.98538 -0.69318
C22 0.64046 -1.08010 -2.43021
C23 -2.79879 5.79162 -0.57435
Rh1 -1.12202 0.91513 -0.23734
H12 5.29250 0.75422 -2.98440
P1 1.19331 0.45609 -0.22398
S1 -2.00143 -1.16590 0.45155
C24 -0.81946 1.12839 1.70296
O2 0.29635 -7.17517 -1.86736
O3 -0.69400 2.82335 -0.78711
C25 -5.44663 1.79507 -0.12575
C26 2.68985 1.21773 -0.88627
C27 -0.06095 -5.18432 -0.50981
H13 -6.37713 1.25446 -0.02806
H14 -2.68466 2.08256 2.10108
H15 0.30877 -2.13287 -4.26609
C28 -0.55519 1.07764 4.51681
H16 1.74946 -0.01397 5.35943
C29 -4.24245 1.07406 -0.19293
C30 0.35822 0.58025 2.30287
C31 1.51062 -3.26997 -2.89651
H17 5.94987 2.93642 -2.02892
H18 3.21496 -0.34162 -2.27913
N1 -3.07840 1.67051 -0.30446
H19 2.41279 2.93836 0.37674
C32 0.77133 -2.16226 -3.28772
H20 -2.08372 -2.84414 -1.90651
C33 -1.77846 1.66385 2.51573
H21 0.10837 -0.19444 -2.76155
C34 -3.02597 3.04103 -0.40427
H22 1.62439 -4.11081 -3.56886
H23 -4.21926 -0.00620 -0.12608
C35 4.22183 3.07522 -0.76106
C36 0.48143 0.54309 3.71292
C37 5.03392 2.45865 -1.70672
H24 2.43481 -2.24748 0.19526
C38 -1.16081 -2.65870 0.01575
H25 -0.45668 1.04472 5.59478

Forces on atoms 1 to 3 (eV/Å):
C -0.0862 -0.0512 -0.0238
O 0.0502 -0.0045 -0.0049
C 0.0905 -0.1541 -0.1840

Output
**Kohn-Sham gap**: 7.026 eV
**Total charge**: 0
**LUMO energy**: -0.67 eV

---

Summary of electronic energy in Ha
-9621.87529; -7741.75685
(order as listed above)
Summary of energy relative to the best compared isomer or geometry (same formula, charge and spin) in kcal per mole
1.52; 9.82
(order as listed above)